C9H18Cl3N2O3Pt | ωB97M-V/def2-TZVPD

Calculated values
Kohn-Sham gap in Eh: 0.327
Energy relative to the best compared isomer or geometry (same formula, charge and spin) in kJ/mol: 0.00
LUMO level in eV: -3.046
F_max in eV/A: 0.12
HOMO level in eV: -11.952

```
! RIJCOSX wB97M-V def2-TZVPD def2/J DEFGRID3
* xyz 1 1
Pt -0.52 -1.48 0.77
C -3.55 0.64 -1.42
N -2.77 1.43 -0.45
C -3.42 2.63 0.08
C -1.61 1.00 -0.04
O -1.09 -0.04 -0.55
C -0.82 1.77 1.02
O 0.40 1.15 1.29
C 1.39 1.28 0.30
C 2.02 -0.07 -0.01
O 1.47 -1.15 0.30
N 3.20 -0.08 -0.61
C 3.93 1.10 -1.05
C 3.88 -1.35 -0.89
H -3.37 1.01 -2.43
H -4.60 0.75 -1.17
H -3.26 -0.40 -1.34
H -3.95 3.12 -0.73
H -2.69 3.33 0.48
H -4.12 2.36 0.86
H -1.39 1.79 1.95
H -0.68 2.80 0.68
H 2.16 1.97 0.67
H 0.98 1.69 -0.63
H 3.29 1.98 -1.10
H 4.32 0.92 -2.05
H 4.77 1.31 -0.38
H 3.34 -2.17 -0.44
H 4.89 -1.31 -0.48
H 3.95 -1.50 -1.97
Cl -0.35 -5.15 0.08
C -0.81 -4.63 1.68
Cl 0.13 -3.17 2.21
H -0.57 -5.39 2.42
H -1.85 -4.32 1.70
Cl -2.71 -1.83 1.25
*
```